21
Properties=species:S:1:pos:R:3 method="wB97M-V/def2-TZVPD" charge=0 smiles="C=NC(CO)=[PH2]CCO" lumo_energy_ev=0.33 gap_ev=7.6 e_homo_ev=-7.29 de_lowest_kcal_mol=137.3
C 1.96034 -2.34825 -0.12586
N 2.07230 -1.16015 -0.58083
C 1.27736 -0.08836 -0.49211
C 2.13739 1.21954 -0.37710
O 2.29362 1.63619 0.95381
P -0.14863 0.01617 0.66581
C -1.54262 0.98977 -0.21032
C -2.80572 0.19545 -0.54719
O -3.47459 -0.43567 0.50048
H 1.39416 -2.78484 0.64588
H 2.54343 -3.01817 -0.73210
H 1.61734 2.20949 -0.73467
H 3.05208 1.11952 -1.01117
H 2.68679 0.95364 1.45414
H -0.57626 0.32943 2.00768
H -0.35359 -1.24983 0.54785
H -1.22021 1.50459 -1.12468
H -1.74730 1.66003 0.53286
H -3.54898 0.82235 -1.12235
H -2.79158 -0.60413 -1.33550
H -2.82533 -0.96675 1.08537